Below is a cluster of 12 separate species, C22H44BN2O44S9 in total, with properties calculated with ωB97M-V with the def2-TZVPD basis set.

* E: -7892.6440 hartree
* charge: +1
* LUMO level: -4.40 eV

Structure (XYZ):
```
122
Properties=species:S:1:pos:R:3:forces:R:3:mulliken_charge:R:1
N -3.035 -0.734 8.620 1.135 0.372 -1.794 -0.500
H -3.083 -1.528 7.998 -0.249 -0.933 0.016 0.373
H -2.406 -0.129 8.112 0.502 0.682 -0.462 0.381
H -2.508 -0.937 9.457 -0.789 -0.215 1.007 0.374
H -3.920 -0.248 8.579 -0.644 0.006 1.122 0.372
N -1.318 10.030 1.586 -0.468 -0.956 -0.142 -0.514
H -1.078 10.979 1.337 0.261 0.431 0.018 0.379
H -0.989 9.360 0.906 0.608 -0.172 -0.679 0.380
H -2.318 9.889 1.586 -0.721 0.330 0.113 0.379
H -0.970 9.719 2.481 0.388 0.297 0.588 0.375
O -1.935 -0.908 2.758 0.852 1.825 -0.446 -0.625
C -1.860 -0.170 1.794 -2.753 -3.252 -0.744 0.530
O -1.156 0.871 1.496 1.256 0.534 0.529 -0.489
B -1.255 1.194 0.065 -1.435 -1.083 -0.648 1.001
O -2.442 0.349 -0.414 2.342 2.676 -1.690 -0.433
C -2.808 -0.460 0.491 -1.033 -1.239 2.216 0.663
O -3.753 -1.209 0.402 0.814 0.116 0.580 -0.640
O -0.032 0.923 -0.717 -0.794 -1.952 1.059 -0.408
C 0.562 2.017 -1.000 3.958 2.257 -3.643 0.638
O 1.631 2.136 -1.681 -4.129 -0.252 3.053 -0.659
C -0.432 3.157 -0.555 3.907 5.002 -1.228 0.554
O -1.483 2.623 -0.111 -2.163 -0.914 1.036 -0.435
O -0.185 4.389 -0.619 -0.883 -3.555 0.146 -0.698
C -10.993 -1.342 3.435 0.860 -1.364 0.702 -0.210
C -12.382 -0.807 3.801 -0.155 -0.709 -1.245 -0.186
O -13.236 -1.799 3.208 -0.963 -1.278 0.273 -0.340
S -12.593 -3.321 3.207 -1.463 -1.130 0.628 1.085
O -13.206 -4.096 2.084 2.331 2.717 3.295 -0.505
O -12.600 -3.923 4.576 0.109 1.795 -3.647 -0.528
O -11.125 -2.700 2.909 -0.974 -0.850 -0.427 -0.310
H -10.408 -1.551 4.331 0.292 0.817 -0.035 0.206
H -10.439 -0.823 2.653 -0.194 0.237 0.321 0.277
H -12.598 0.111 3.254 -0.046 -0.022 0.187 0.247
H -12.592 -0.680 4.863 0.208 -0.225 -0.050 0.264
C 4.541 -0.708 -7.884 1.570 -0.431 0.235 -0.367
C 4.319 -1.073 -9.338 -0.944 0.272 0.934 -0.198
O 5.600 -1.487 -9.785 0.643 -0.050 -0.934 -0.337
S 6.813 -1.560 -8.669 -0.650 -1.271 -1.951 1.093
O 7.613 -0.377 -8.822 -0.978 -0.335 0.932 -0.514
O 7.552 -2.822 -8.833 -2.499 2.455 1.180 -0.515
O 5.663 -1.502 -7.497 3.010 -1.199 0.531 -0.293
H 3.852 -1.005 -7.093 -0.559 0.720 -0.539 0.285
H 4.946 0.304 -7.907 -0.776 0.388 0.677 0.276
H 3.915 -0.137 -9.725 0.658 -0.034 -1.061 0.255
H 3.533 -1.807 -9.515 0.518 -0.515 0.005 0.314
C 5.569 8.439 1.296 -1.351 -0.108 0.326 -0.270
C 6.394 8.884 2.441 1.370 -1.522 0.110 -0.214
O 6.819 10.168 2.130 -0.324 3.215 -1.232 -0.337
S 5.701 11.016 1.181 1.547 -1.365 0.218 1.077
O 6.278 11.292 -0.147 -1.496 -0.645 3.212 -0.491
O 5.097 12.065 1.988 0.627 -1.997 -1.659 -0.503
O 4.783 9.634 1.187 -0.950 2.270 -2.091 -0.337
H 4.783 7.716 1.518 0.383 -0.266 0.298 0.259
H 6.135 8.047 0.451 -0.107 0.879 -0.479 0.258
H 7.343 8.349 2.390 -0.177 -0.486 1.048 0.299
H 5.802 8.842 3.355 0.450 -0.010 0.246 0.260
C -4.758 -4.687 -5.503 0.721 2.808 -0.959 -0.283
C -3.364 -4.012 -5.858 0.318 -3.129 3.962 -0.307
O -3.468 -3.421 -7.026 -1.906 1.989 -5.653 -0.272
S -4.550 -4.153 -8.050 -1.680 -0.932 -2.698 1.071
O -3.965 -5.116 -9.006 -0.566 2.161 2.899 -0.522
O -5.511 -3.220 -8.710 2.803 -1.882 2.923 -0.517
O -5.237 -5.009 -6.814 0.070 -0.153 -1.173 -0.321
H -5.378 -3.853 -5.172 -0.324 -0.227 0.452 0.274
H -4.787 -5.502 -4.780 0.262 -0.164 -0.626 0.304
H -2.641 -4.822 -5.957 0.408 -0.057 0.490 0.280
H -3.035 -3.236 -5.167 -0.101 -0.402 0.405 0.293
C 3.868 -4.047 -1.989 -0.284 2.804 0.477 -0.357
C 5.020 -4.911 -1.621 -1.082 0.002 1.509 -0.227
O 5.055 -5.856 -2.626 -0.008 -1.620 -1.927 -0.321
S 3.633 -6.056 -3.457 1.120 -1.630 -0.589 1.050
O 3.069 -7.411 -3.184 1.193 4.364 -0.338 -0.516
O 3.948 -5.696 -4.840 -1.164 -0.440 2.679 -0.491
O 2.899 -4.819 -2.625 -0.571 -2.642 -1.321 -0.294
H 4.093 -3.196 -2.633 0.494 -0.140 -0.309 0.263
H 3.409 -3.578 -1.118 -0.130 -0.302 0.150 0.313
H 4.740 -5.420 -0.699 0.273 -0.111 0.301 0.283
H 5.936 -4.350 -1.435 0.138 -0.268 -0.627 0.296
C 4.879 -2.181 8.264 -1.328 0.331 -0.122 -0.261
C 6.052 -2.851 7.611 -0.146 0.731 1.166 -0.223
O 5.581 -3.208 6.335 -0.602 0.152 -1.799 -0.328
S 4.458 -2.143 5.701 -0.245 0.140 -0.455 1.076
O 3.263 -2.813 5.164 2.957 1.055 1.465 -0.513
O 5.110 -1.137 4.854 -1.170 -2.087 2.124 -0.501
O 4.127 -1.572 7.188 -0.267 0.291 -0.998 -0.337
H 5.089 -1.351 8.939 0.278 -0.323 0.063 0.277
H 4.261 -2.939 8.743 -0.304 0.226 0.042 0.230
H 6.262 -3.736 8.211 0.376 -0.145 -0.555 0.303
H 6.865 -2.128 7.673 0.464 -0.371 -0.905 0.277
C -4.721 2.443 -7.258 1.022 -1.854 2.355 -0.287
C -3.278 2.476 -6.756 0.024 2.275 -1.049 -0.378
O -2.570 1.991 -7.897 -0.085 -0.478 -1.454 -0.363
S -3.302 2.503 -9.366 2.945 0.126 1.912 1.042
O -3.394 1.369 -10.260 -0.485 1.791 1.587 -0.468
O -2.546 3.688 -9.772 -2.120 -1.981 0.498 -0.509
O -4.657 2.910 -8.579 -0.331 0.400 -1.555 -0.292
H -5.392 2.962 -6.573 -0.111 0.628 -0.802 0.342
H -4.974 1.386 -7.173 -0.566 -0.124 -0.718 0.263
H -2.968 2.097 -5.782 -0.360 -1.268 -0.509 0.377
H -3.003 3.521 -6.619 0.083 0.465 -0.261 0.271
C -7.878 -6.116 8.717 -1.119 0.652 -2.708 -0.294
C -7.283 -5.258 7.541 -0.459 0.693 -0.050 -0.259
O -7.150 -3.919 8.081 -0.627 1.161 0.992 -0.339
S -8.145 -3.682 9.381 1.850 -1.379 0.915 1.097
O -9.514 -3.576 8.980 1.046 0.472 0.202 -0.482
O -7.522 -2.752 10.358 -1.512 -2.627 -2.936 -0.535
O -7.917 -5.282 9.847 0.811 1.436 1.193 -0.360
H -7.360 -7.074 8.665 0.309 0.214 1.520 0.339
H -8.925 -6.308 8.485 0.023 -0.291 -0.251 0.318
H -7.914 -5.198 6.654 -0.480 -0.120 0.298 0.246
H -6.313 -5.519 7.116 0.230 -0.177 0.766 0.269
C 9.637 1.680 -0.150 -1.051 0.073 1.202 -0.253
C 10.365 2.333 -1.307 1.550 -1.735 -0.070 -0.136
O 11.520 2.940 -0.736 1.902 0.948 1.729 -0.377
S 11.957 2.345 0.817 -0.941 1.204 -0.197 1.090
O 12.449 3.391 1.755 -1.982 -2.568 -3.091 -0.504
O 12.730 1.129 0.733 -1.008 1.367 -0.332 -0.490
O 10.369 2.016 1.034 1.064 0.277 1.507 -0.339
H 9.456 0.607 -0.091 0.642 -0.142 -0.826 0.267
H 8.633 2.089 -0.037 0.118 0.382 0.243 0.221
H 9.769 3.023 -1.904 0.284 0.213 0.359 0.284
H 10.813 1.556 -1.927 -0.591 -0.023 -0.534 0.237
```
Positions in Å, forces in eV/Å.


Below is a cluster of 11 separate species, C22H44Cl22 in total, with properties calculated with ωB97M-V with the def2-TZVPD basis set.

* E: -10988.9479 hartree
* LUMO level: 0.27 eV

Structure (XYZ):
```
88
Properties=species:S:1:pos:R:3:forces:R:3:mulliken_charge:R:1
Cl 0.368 1.815 6.194 -0.082 0.119 0.050 -0.204
C -1.172 1.392 5.392 0.099 -0.242 0.020 0.289
C -1.661 0.016 5.790 0.220 0.567 -0.167 -0.598
Cl -0.529 -1.232 5.184 -0.219 -0.135 0.118 -0.132
H -0.989 1.421 4.325 0.020 0.071 -0.001 -0.535
H -1.910 2.146 5.657 0.035 0.052 0.037 0.408
H -2.631 -0.129 5.320 -0.010 -0.240 0.027 0.310
H -1.739 -0.067 6.869 0.015 -0.216 0.013 0.407
Cl 4.302 0.695 4.452 -0.251 -0.069 0.224 -0.207
C 3.436 -0.317 5.681 0.376 0.011 -0.038 -0.122
C 3.254 -1.706 5.084 0.137 0.916 0.356 -0.053
Cl 2.719 -2.838 6.342 -0.112 -0.133 0.104 -0.207
H 2.506 0.172 5.946 -0.107 -0.009 -0.183 -0.072
H 4.087 -0.336 6.550 0.008 -0.096 0.010 0.418
H 4.228 -2.021 4.730 -0.177 -0.320 -0.302 0.419
H 2.487 -1.646 4.318 0.147 -0.283 -0.218 -0.185
Cl -0.895 0.206 -6.133 0.012 0.097 -0.132 -0.164
C -1.741 -1.268 -5.673 -0.459 -1.395 -0.024 -0.300
C -2.404 -1.160 -4.320 0.531 0.578 0.119 -0.590
Cl -1.157 -0.969 -3.027 -0.070 -0.023 -0.183 0.009
H -1.074 -2.130 -5.711 0.428 0.330 0.238 0.141
H -2.495 -1.544 -6.416 -0.125 0.582 -0.042 0.425
H -2.975 -2.033 -4.032 -0.088 -0.118 -0.266 0.343
H -3.012 -0.258 -4.312 -0.124 -0.064 0.242 0.111
Cl -1.035 -4.077 1.538 0.277 0.264 -0.118 -0.087
C -1.902 -4.608 2.983 -0.247 -0.248 0.670 -0.502
C -3.013 -5.579 2.644 -0.067 0.042 -0.263 -0.342
Cl -4.454 -4.702 2.043 0.014 -0.114 0.031 -0.195
H -2.284 -3.722 3.485 -0.102 0.020 -0.076 0.274
H -1.209 -5.080 3.680 0.200 -0.048 -0.267 0.316
H -3.307 -6.179 3.501 -0.068 0.227 0.153 0.339
H -2.717 -6.267 1.856 0.102 0.059 -0.029 0.193
Cl -2.277 2.277 2.283 -0.165 -0.092 0.014 -0.155
C -1.214 3.607 1.756 0.652 0.158 0.932 0.414
C -0.495 4.281 2.933 -1.084 -0.244 -0.449 -0.319
Cl -1.723 5.081 3.975 0.226 -0.104 0.130 -0.218
H -1.839 4.344 1.273 0.046 -0.116 -0.519 0.349
H -0.452 3.137 1.137 -0.162 0.269 -0.366 -0.561
H 0.117 5.088 2.542 0.317 -0.137 0.048 0.448
H 0.050 3.551 3.524 0.175 0.186 0.102 0.071
Cl -2.737 1.538 -1.061 0.549 -0.115 0.267 0.126
C -4.004 2.135 -2.101 -1.384 0.290 -0.338 -0.532
C -3.988 3.637 -2.302 1.011 0.134 -0.014 -0.300
Cl -4.031 4.534 -0.759 -0.274 -0.064 -0.040 -0.159
H -4.958 1.848 -1.653 0.124 -0.055 0.057 0.331
H -3.942 1.629 -3.065 0.148 0.107 -0.027 0.095
H -4.801 3.995 -2.927 -0.188 -0.220 0.084 0.409
H -3.049 3.930 -2.773 -0.046 0.023 0.005 0.044
Cl 1.636 -0.212 -0.769 -0.329 0.160 -0.130 -0.068
C 0.149 -0.296 0.226 -0.421 -0.033 0.137 0.184
C 0.517 -0.675 1.640 -0.279 -0.385 0.153 -0.636
Cl 1.285 0.709 2.453 0.166 0.054 0.217 -0.006
H -0.563 -0.972 -0.247 0.339 -0.417 0.108 0.388
H -0.379 0.658 0.217 0.420 0.213 -0.021 -0.582
H 1.190 -1.529 1.687 0.226 0.163 -0.193 0.445
H -0.329 -0.966 2.258 -0.318 0.249 -0.213 0.289
Cl 1.906 -2.418 -5.497 -0.203 -0.240 0.132 -0.212
C 2.253 -0.910 -4.606 0.407 0.063 0.054 0.453
C 3.517 -0.307 -5.157 0.358 0.133 -1.510 -0.537
Cl 3.284 0.240 -6.891 -0.130 0.042 0.446 -0.193
H 2.406 -1.161 -3.558 -0.108 -0.054 0.029 0.053
H 1.389 -0.268 -4.714 -0.003 0.065 0.019 -0.278
H 4.303 -1.043 -5.294 -0.014 -0.124 0.487 0.441
H 3.924 0.568 -4.659 -0.321 -0.060 0.408 0.266
Cl 3.978 4.536 0.870 0.032 0.264 -0.011 -0.193
C 3.535 2.819 0.874 -0.124 -0.354 0.370 0.434
C 4.403 2.017 -0.081 -0.636 0.640 0.186 -0.442
Cl 3.993 2.439 -1.769 0.250 -0.074 0.024 -0.133
H 2.468 2.760 0.674 0.082 -0.114 -0.325 -0.283
H 3.663 2.451 1.893 0.195 0.012 -0.058 0.002
H 4.192 0.958 0.026 0.193 -0.072 0.141 0.168
H 5.435 2.291 0.111 0.151 -0.325 -0.166 0.470
Cl -1.730 -4.616 -3.874 -0.366 0.178 -0.159 -0.205
C -0.407 -4.564 -2.697 0.268 -0.660 0.369 0.108
C -0.222 -5.951 -2.085 0.091 0.573 -0.278 -0.600
Cl -1.576 -6.375 -1.014 -0.131 -0.205 -0.156 -0.161
H -0.620 -3.838 -1.918 -0.113 0.175 -0.163 -0.035
H 0.474 -4.284 -3.267 0.144 0.087 0.135 0.172
H 0.675 -5.978 -1.472 0.080 0.013 -0.060 0.339
H -0.159 -6.673 -2.894 -0.004 -0.235 0.170 0.409
Cl 1.778 2.352 -4.170 -0.283 0.314 -0.262 -0.067
C 0.457 3.445 -3.653 -0.083 0.019 -0.258 -0.578
C 0.444 3.487 -2.146 -0.487 0.320 0.305 0.402
Cl -0.480 4.944 -1.619 -0.038 -0.037 -0.017 -0.196
H -0.463 3.072 -4.101 -0.040 -0.230 0.278 0.246
H 0.585 4.444 -4.066 0.500 -0.089 0.010 0.398
H 1.437 3.591 -1.727 0.086 -0.067 -0.087 -0.010
H -0.086 2.648 -1.703 0.188 -0.165 -0.099 -0.202
```
Positions in Å, forces in eV/Å.